The following is a quantum chemistry calculation of a structure of composition C26H30BBrIO3SZn, from the Open Molecules 2025 dataset.

Last column: Mulliken charge in e.
Element x y z (Å)
Zn 0.16 -0.19 -0.38  1.14
C 0.10 0.76 1.78  -0.71
C 0.52 1.90 1.07  -0.24
C 1.86 2.02 0.69  -0.41
C 2.78 1.04 1.02  -0.51
C 2.37 -0.10 1.70  -0.43
C 1.03 -0.24 2.08  -0.25
H -0.91 0.69 2.14  0.51
H -0.18 2.68 0.83  0.39
H 2.18 2.90 0.13  0.41
H 3.81 1.14 0.72  0.39
H 3.08 -0.87 1.95  0.43
H 0.73 -1.11 2.64  0.51
C 4.24 -3.25 -7.88  -2.17
C 3.08 -3.59 -6.95  2.20
C 3.32 -5.00 -6.38  -1.59
C 1.79 -3.58 -7.76  -1.55
C 2.97 -2.59 -5.79  0.12
C 3.82 -1.50 -5.65  -0.21
C 3.73 -0.59 -4.60  -1.86
C 2.73 -0.82 -3.68  1.01
O 2.41 -0.10 -2.54  -0.36
B 1.32 -0.75 -1.99  -0.12
O 0.97 -1.87 -2.75  0.26
C 1.87 -1.89 -3.80  0.19
C 1.96 -2.79 -4.83  -0.89
H 4.30 -4.00 -8.67  0.43
H 5.20 -3.25 -7.36  0.45
H 4.11 -2.28 -8.36  0.43
H 3.45 -5.71 -7.20  0.45
H 2.47 -5.34 -5.78  0.31
H 4.21 -5.03 -5.75  0.37
H 1.85 -4.31 -8.58  0.44
H 1.60 -2.60 -8.20  0.37
H 0.92 -3.85 -7.15  0.30
H 4.60 -1.34 -6.39  0.48
H 4.40 0.25 -4.50  0.47
H 1.27 -3.62 -4.89  0.52
O -1.62 0.71 -0.91  -0.92
S -3.10 0.33 -1.02  0.50
C -3.81 1.56 -2.12  -0.78
C -5.14 1.95 -1.49  -0.63
C -4.84 2.17 0.00  -0.66
C -3.95 1.00 0.45  -0.39
H -3.88 1.14 -3.12  0.42
H -3.10 2.39 -2.12  0.32
H -5.87 1.14 -1.61  0.30
H -5.55 2.83 -1.96  0.36
H -5.75 2.20 0.59  0.35
H -4.32 3.12 0.14  0.31
H -4.51 0.18 0.89  0.45
H -3.15 1.29 1.13  0.09
Br -4.15 -4.90 0.98  -0.17
C -3.43 -4.42 -0.69  0.04
C -3.92 -5.05 -1.82  -0.39
C -3.43 -4.72 -3.07  -0.62
C -2.44 -3.75 -3.21  -0.74
C -1.94 -3.12 -2.08  0.30
C -2.44 -3.45 -0.83  -0.01
I -1.64 -2.46 0.81  0.23
H -4.69 -5.80 -1.71  0.40
H -3.82 -5.22 -3.95  0.39
H -2.05 -3.50 -4.18  0.48
H -1.15 -2.39 -2.18  0.09

Results
Highest occupied orbital energy = -10.7 eV
Energy above the lowest of the compared OMol25 structures with the same formula, charge and spin = 0.0783 eV
Spin multiplicity = 1
Kohn-Sham gap = 0.30505 hartree
Energy = -171660.8557 eV
Total charge = +1

=====

The following is a quantum chemistry calculation of an isolated molecule of C24H28N2O7S in a non-equilibrium geometry, from the Open Molecules 2025 dataset.

Last column: Mulliken charge in e.
Element x y z (Å)
C -9.24 2.60 -2.85  -0.88
O -9.04 1.76 -3.96  -0.47
C -7.79 1.23 -4.15  1.20
C -6.68 1.44 -3.35  -0.49
C -5.45 0.85 -3.64  0.59
C -4.33 1.12 -2.77  0.15
C -3.07 0.68 -2.89  -1.14
C -2.06 1.05 -1.91  0.61
O -2.23 1.78 -0.95  -0.66
O -0.86 0.52 -2.22  -0.34
C 0.16 0.72 -1.26  -0.88
C -0.09 -0.22 -0.07  1.05
O -1.00 -1.02 -0.08  -0.67
N 0.75 -0.08 0.98  0.05
C 1.97 0.70 1.03  -0.78
C 3.18 -0.26 1.05  -0.82
N 3.08 -1.23 2.11  0.16
S 3.59 -0.64 3.61  1.51
O 3.15 0.72 3.82  -0.75
O 3.22 -1.61 4.60  -0.76
C 5.36 -0.62 3.37  0.16
C 6.01 0.60 3.45  -0.40
C 7.38 0.67 3.27  -0.86
C 8.11 -0.49 3.01  0.87
C 9.59 -0.43 2.84  -1.49
C 7.44 -1.70 2.94  -0.89
C 6.06 -1.80 3.12  0.60
C 5.36 -3.11 3.03  -1.61
C 1.82 -1.95 2.13  -0.95
C 0.63 -0.98 2.11  -0.85
C -5.36 0.02 -4.76  -0.91
C -6.46 -0.20 -5.57  -0.79
C -7.67 0.39 -5.28  0.35
O -8.75 0.17 -6.07  -0.61
H -9.05 2.07 -1.91  0.35
H -8.60 3.49 -2.90  0.35
H -10.28 2.90 -2.89  0.24
H -6.75 2.08 -2.48  0.42
H -4.54 1.76 -1.92  0.34
H -2.73 0.03 -3.68  0.35
H 1.10 0.47 -1.77  0.42
H 0.15 1.76 -0.92  0.42
H 2.04 1.38 0.19  0.57
H 1.97 1.27 1.96  0.20
H 3.24 -0.80 0.10  0.40
H 4.10 0.31 1.21  0.42
H 5.42 1.48 3.66  0.57
H 7.88 1.62 3.33  0.39
H 10.08 -0.59 3.81  0.30
H 9.94 -1.20 2.16  0.37
H 9.90 0.54 2.47  0.38
H 8.00 -2.60 2.75  0.39
H 4.65 -3.21 3.85  0.31
H 4.79 -3.16 2.10  0.25
H 6.07 -3.93 3.06  0.47
H 1.79 -2.60 1.25  0.36
H 1.81 -2.55 3.03  0.50
H -0.31 -1.53 2.01  0.50
H 0.63 -0.39 3.03  0.32
H -4.42 -0.45 -5.01  0.33
H -6.39 -0.84 -6.44  0.41
H -9.50 0.67 -5.71  0.35

Results
Highest occupied orbital energy = -8.0 eV
Energy above the lowest of the compared OMol25 structures with the same formula, charge and spin = 0.5807 eV
Spin multiplicity = 1
Kohn-Sham gap = 0.30485 hartree
Energy = -53490.1755 eV
SMILES = COc1cc(/C=C/C(=O)OCC(=O)N2CCN(S(=O)(=O)c3ccc(C)cc3C)CC2)ccc1O

=====

The following is a quantum chemistry calculation of an isolated molecule of C14H7ClF3NO2 in a non-equilibrium geometry, from the Open Molecules 2025 dataset.

Last column: Mulliken charge in e.
Element x y z (Å)
F -0.27 -3.76 -0.03  -0.24
C -1.45 -3.27 -0.37  1.00
F -1.89 -4.27 -1.11  -0.26
F -2.20 -2.97 0.72  -0.23
C -1.08 -1.99 -1.08  -0.43
O -1.14 -1.91 -2.49  -0.31
N -0.41 -0.63 -2.78  -0.54
C -0.34 0.00 -1.61  0.51
C -0.16 1.47 -1.59  0.19
C 0.57 2.11 -2.54  -0.24
C 0.41 3.53 -2.40  -0.61
C -0.51 3.65 -1.40  0.15
Cl -1.24 5.21 -1.16  -0.17
O -0.83 2.45 -0.87  -0.33
C -0.58 -0.85 -0.48  0.28
C 0.05 -0.69 0.87  0.38
C -0.33 0.36 1.71  -0.01
C 0.29 0.55 2.98  -0.90
C 1.41 -0.26 3.30  -0.23
C 1.81 -1.24 2.49  -0.94
C 1.13 -1.43 1.26  0.18
H 1.19 1.60 -3.37  0.34
H 0.77 4.27 -2.99  0.55
H -1.34 0.88 1.57  0.28
H 0.02 1.33 3.63  0.44
H 1.89 -0.07 4.23  0.41
H 2.70 -1.77 2.79  0.38
H 1.54 -2.30 0.73  0.34

Results
Highest occupied orbital energy = -8.9 eV
Energy above the lowest of the compared OMol25 structures with the same formula, charge and spin = 2.0914 eV
Spin multiplicity = 1
Kohn-Sham gap = 0.32522 hartree
Energy = -40887.3612 eV
SMILES = FC(F)(F)c1onc(-c2ccc(Cl)o2)c1-c1ccccc1

=====

The following is a quantum chemistry calculation of a structure of composition C26H39Cl2LuN8O2 in a non-equilibrium geometry, from the Open Molecules 2025 dataset.

Last column: Mulliken charge in e.
Element x y z (Å)
Lu 0.04 0.24 -0.28  2.04
N 0.57 1.65 1.82  -0.28
C -0.44 2.25 2.69  -1.13
C -1.79 2.32 1.97  -0.35
N -2.22 1.01 1.47  1.09
C -3.39 1.16 0.60  -0.62
C -3.61 -0.06 -0.30  -0.96
N -2.44 -0.26 -1.17  -0.21
C -2.50 0.08 2.56  -1.58
C -1.34 -0.90 2.79  -0.38
N -0.82 -1.37 1.51  -0.28
H 1.29 1.19 2.38  0.12
H 1.06 2.38 1.29  0.30
H -0.17 3.27 2.99  0.56
H -0.54 1.65 3.59  0.22
H -1.69 2.99 1.11  -0.17
H -2.54 2.74 2.66  0.45
H -3.23 2.02 -0.05  0.12
H -4.31 1.34 1.19  0.31
H -4.53 0.11 -0.88  0.58
H -3.75 -0.96 0.30  0.43
H -2.48 0.47 -1.89  -0.17
H -2.53 -1.14 -1.67  0.22
H -3.39 -0.50 2.32  0.53
H -2.71 0.61 3.50  0.30
H -1.70 -1.72 3.43  0.45
H -0.51 -0.41 3.30  0.30
H -1.50 -1.97 1.05  0.22
H 0.00 -1.95 1.69  -0.21
C 0.82 -3.44 -2.63  -1.82
C 1.20 -2.77 -1.29  1.49
C 0.86 -3.74 -0.14  -1.52
C 2.74 -2.58 -1.28  -1.46
O 0.50 -1.58 -1.17  -1.02
H 1.41 -4.35 -2.79  0.40
H 1.01 -2.75 -3.45  0.39
H -0.23 -3.71 -2.63  0.37
H 1.38 -4.68 -0.29  0.54
H -0.21 -3.93 -0.10  0.28
H 1.19 -3.32 0.81  0.06
H 3.23 -3.55 -1.24  0.54
H 3.04 -2.00 -0.41  0.06
H 3.07 -2.06 -2.18  0.43
N 1.97 0.30 -2.55  0.12
C 2.63 0.88 -1.49  0.63
O 2.12 0.71 -0.33  -0.26
C 3.76 1.67 -1.74  0.47
C 4.37 2.36 -0.70  0.06
N 4.83 2.93 0.19  -0.69
C 4.22 1.85 -3.04  -0.38
N 4.57 1.99 -4.13  -0.63
H 1.41 -0.52 -2.29  0.18
H 2.42 0.32 -3.46  0.30
Cl -5.78 3.55 -3.69  -0.24
C -4.17 3.22 -3.11  0.16
C -3.40 2.24 -3.71  -0.51
C -2.14 1.98 -3.22  -0.60
C -1.60 2.67 -2.11  0.50
C -0.30 2.31 -1.58  -1.36
C -2.40 3.69 -1.56  -0.59
C -3.66 3.96 -2.05  -0.63
H -3.79 1.71 -4.56  0.44
H -1.51 1.24 -3.71  0.39
H 0.13 3.14 -1.00  0.49
H 0.37 2.08 -2.42  0.63
H -2.01 4.28 -0.75  0.48
H -4.25 4.76 -1.62  0.44
Cl 2.54 -4.44 4.98  -0.22
C 2.75 -3.13 3.87  0.10
C 3.92 -3.04 3.11  -0.39
C 4.04 -1.97 2.23  -0.71
C 3.00 -1.06 2.13  -0.51
N 1.88 -1.16 2.85  0.00
C 1.77 -2.17 3.70  -0.24
H 4.69 -3.78 3.21  0.46
H 4.92 -1.86 1.63  0.46
H 3.04 -0.23 1.44  0.63
H 0.85 -2.22 4.27  0.40

Results
Highest occupied orbital energy = -7.3 eV
Energy above the lowest of the compared OMol25 structures with the same formula, charge and spin = 0.5356 eV
Spin multiplicity = 1
Kohn-Sham gap = 0.26794 hartree
Energy = -102280.3438 eV

=====

The following is a quantum chemistry calculation of a cluster of 2 separate species, C4H13N2O2 in total in a non-equilibrium geometry, from the Open Molecules 2025 dataset.

Last column: Mulliken charge in e.
Element x y z (Å)
N 0.63 1.30 -0.65  -0.15
C 1.55 0.86 0.43  -0.63
C 0.85 -0.16 1.48  -0.64
N -0.56 0.21 1.57  -0.27
C -1.60 -0.83 1.54  -0.70
C -2.06 -0.94 0.02  0.13
O -1.47 -0.49 -0.93  -0.60
H 0.06 2.09 -0.34  0.36
H -0.01 0.43 -0.94  0.36
H 1.16 1.54 -1.48  0.36
H 2.40 0.33 0.05  0.27
H 1.92 1.63 1.12  0.41
H 1.44 0.14 2.41  0.30
H 0.98 -1.12 1.02  0.44
H -0.73 0.81 2.37  0.26
H -1.26 -1.80 1.93  0.32
H -2.48 -0.63 2.14  0.39
H -3.04 -1.41 -0.21  0.39
H 2.70 -0.27 -2.78  0.33
H 1.46 -1.09 -2.99  0.32
O 1.74 -0.18 -2.78  -0.63

Results
Highest occupied orbital energy = -13.2 eV
Energy above the lowest of the compared OMol25 structures with the same formula, charge and spin = 2.5357 eV
Spin multiplicity = 1
Kohn-Sham gap = 0.38333 hartree
Energy = -11426.9383 eV
Total charge = +1

=====

The following is a quantum chemistry calculation of a cluster of 2 separate species, C2H5PS in total in a non-equilibrium geometry, from the Open Molecules 2025 dataset.

Last column: Mulliken charge in e.
Element x y z (Å)
C 1.58 -1.60 0.46  -0.10
C -1.82 0.48 0.11  -0.68
P 2.13 -0.20 -0.06  -0.03
S -1.36 -1.19 -0.27  -0.27
H 0.58 -2.19 0.46  0.27
H -2.91 0.60 -0.17  0.26
H -1.19 1.11 -0.61  0.23
H -1.53 0.79 1.13  0.24
H 3.45 -0.72 0.27  0.07

Results
Highest occupied orbital energy (spin up / spin down) = -8.1 / -8.1 eV
Energy above the lowest of the compared OMol25 structures with the same formula, charge and spin = 4.7040 eV
Spin multiplicity = 1
Kohn-Sham gap (spin up / spin down) = 0.21149 / 0.21152 hartree
Energy = -22273.2001 eV